Computed, not measured: a molecular structure, C6H10ClN2, with ωB97M-V/def2-TZVPD.

Values from the calculation:
HOMO level (alpha / beta), Eh: -0.3385 / -0.4415
Maximum force, eV Å⁻¹: 5.1
Frontier orbital gap (alpha / beta), eV: 5.64 / 3.68
Electronic energy, eV: -21872.829
Relative energy (zero: lowest compared OMol25 entry of this formula, charge and spin), eV: 2.635

The geometry in ORCA input format:
```
! wB97M-V def2-TZVPD RIJCOSX def2/J DEFGRID3
* xyz 1 3
C -0.167 1.445 1.654
C -0.745 0.215 2.063
C 0.518 1.659 0.525
C -0.554 -0.944 1.295
C 0.869 0.727 -0.629
C 0.346 -1.061 0.104
N -0.360 -1.614 -1.057
N 0.059 0.690 -1.790
Cl 1.795 -2.119 0.378
H -0.240 2.371 2.144
H -1.387 0.456 2.892
H 0.720 2.701 0.298
H -1.168 -1.780 1.586
H 1.970 0.467 -0.811
H 0.243 -2.419 -1.480
H -1.393 -2.068 -1.067
H 0.626 0.849 -2.662
H -0.814 1.223 -1.723
H -0.319 -0.798 -1.721
*
```